Entry 1:
{"formula": "C3HIrO3", "method": "the ωB97M-V functional and the def2-TZVPD basis", "symbols": ["O", "C", "H", "C", "O", "C", "O", "Ir"], "coordinates": [[1.142, -0.418, 0.161], [1.020, -1.724, 0.628], [1.814, -2.076, 1.283], [-0.200, -2.271, 0.611], [-1.311, -1.725, 0.436], [-0.092, 0.035, -0.211], [-0.125, 0.525, -1.348], [-1.482, 1.688, -2.100]], "mulliken_spin": [0.1760, 0.4001, 0.0013, 0.6967, 0.4396, 0.2328, 0.0431, 2.0104], "lumo_energy_ev": [-2.10, -2.47], "e_tot_ha": -444.5746, "gap_ha": [0.18932, 0.19359], "spin_multiplicity": 5}

Entry 2:
{"formula": "C73H123AsF6N10O3", "method": "the ωB97M-V functional and the def2-TZVPD basis", "symbols": ["C", "N", "C", "C", "C", "C", "C", "C", "C", "C", "N", "C", "C", "C", "H", "H", "H", "H", "H", "H", "H", "H", "H", "H", "H", "H", "H", "H", "C", "N", "C", "C", "C", "C", "C", "C", "C", "C", "N", "C", "C", "C", "H", "H", "H", "H", "H", "H", "H", "H", "H", "H", "H", "H", "H", "H", "C", "N", "C", "C", "C", "C", "C", "C", "C", "C", "N", "C", "C", "C", "H", "H", "H", "H", "H", "H", "H", "H", "H", "H", "H", "H", "H", "H", "C", "C", "C", "C", "N", "C", "C", "C", "C", "C", "H", "H", "H", "H", "H", "H", "H", "H", "H", "H", "H", "H", "H", "H", "H", "H", "H", "H", "H", "H", "C", "C", "C", "C", "N", "C", "C", "C", "C", "C", "H", "H", "H", "H", "H", "H", "H", "H", "H", "H", "H", "H", "H", "H", "H", "H", "H", "H", "H", "H", "C", "C", "C", "C", "N", "C", "C", "C", "C", "C", "H", "H", "H", "H", "H", "H", "H", "H", "H", "H", "H", "H", "H", "H", "H", "H", "H", "H", "H", "H", "C", "C", "C", "C", "N", "C", "C", "C", "C", "C", "H", "H", "H", "H", "H", "H", "H", "H", "H", "H", "H", "H", "H", "H", "H", "H", "H", "H", "H", "H", "As", "F", "F", "F", "F", "F", "F", "O", "C", "O", "O", "H"], "coordinates": [[3.019, 5.970, -1.526], [3.056, 4.636, -2.175], [3.856, 4.407, -3.258], [3.731, 3.231, -4.011], [2.747, 2.314, -3.679], [1.950, 2.580, -2.616], [2.092, 3.762, -1.886], [2.507, 1.150, -4.610], [2.905, 1.173, -5.957], [2.738, 0.054, -6.725], [2.392, -1.110, -6.161], [2.027, -1.218, -4.878], [1.966, -0.050, -4.102], [2.207, -2.260, -7.051], [3.954, 5.985, -0.966], [2.138, 6.099, -0.898], [3.027, 6.759, -2.278], [4.607, 5.142, -3.510], [4.387, 2.976, -4.830], [1.207, 1.858, -2.311], [1.399, 4.091, -1.126], [3.283, 2.019, -6.511], [3.047, 0.028, -7.760], [1.628, -2.171, -4.563], [1.625, -0.113, -3.079], [2.583, -3.156, -6.558], [2.757, -2.120, -7.982], [1.148, -2.289, -7.308], [9.072, 0.883, -6.911], [8.179, 1.116, -5.699], [7.024, 0.472, -5.661], [6.142, 0.653, -4.621], [6.552, 1.344, -3.465], [7.800, 2.019, -3.560], [8.567, 1.927, -4.698], [5.650, 1.327, -2.212], [5.829, 2.281, -1.227], [5.107, 2.141, -0.010], [4.164, 1.154, 0.101], [3.877, 0.269, -0.931], [4.639, 0.366, -2.067], [3.385, 1.132, 1.384], [9.072, -0.132, -7.307], [10.118, 1.021, -6.636], [8.617, 1.625, -7.567], [6.764, -0.200, -6.466], [5.297, -0.019, -4.593], [8.111, 2.673, -2.759], [9.490, 2.486, -4.730], [6.566, 3.054, -1.387], [5.132, 2.777, 0.862], [3.087, -0.445, -0.753], [4.572, -0.425, -2.799], [3.073, 0.115, 1.623], [2.438, 1.673, 1.377], [3.935, 1.616, 2.191], [-1.830, 4.513, 1.871], [-0.932, 4.390, 3.092], [-1.370, 4.791, 4.282], [-0.599, 4.535, 5.410], [0.726, 4.160, 5.326], [1.191, 3.826, 4.107], [0.355, 3.909, 2.950], [1.545, 4.020, 6.579], [2.940, 4.146, 6.583], [3.668, 3.857, 7.727], [3.101, 3.667, 8.900], [1.711, 3.611, 9.008], [0.943, 3.709, 7.849], [3.870, 3.381, 10.136], [-2.856, 4.682, 2.197], [-1.839, 3.668, 1.182], [-1.532, 5.443, 1.388], [-2.400, 5.087, 4.411], [-1.038, 4.880, 6.334], [2.193, 3.448, 3.969], [0.722, 3.658, 1.966], [3.471, 4.410, 5.681], [4.746, 3.805, 7.701], [1.253, 3.243, 9.915], [-0.108, 3.469, 7.923], [4.034, 4.399, 10.491], [4.875, 3.016, 9.927], [3.340, 2.780, 10.875], [-3.431, -4.573, 0.772], [-4.924, -4.631, 0.977], [-5.529, -3.306, 0.444], [-5.413, -2.069, 1.485], [-6.035, -0.714, 1.076], [-5.210, 0.139, 0.085], [-5.534, 1.642, 0.283], [-6.111, 1.820, 1.686], [-6.065, 0.370, 2.279], [-7.488, -0.889, 0.631], [-2.899, -3.654, 1.021], [-3.175, -4.793, -0.264], [-2.973, -5.375, 1.351], [-5.214, -4.733, 2.023], [-5.348, -5.507, 0.486], [-6.537, -3.588, 0.140], [-5.086, -3.073, -0.524], [-4.380, -1.788, 1.692], [-5.873, -2.229, 2.460], [-5.393, -0.287, -0.901], [-4.192, -0.105, 0.391], [-6.260, 2.086, -0.398], [-4.555, 2.121, 0.254], [-7.156, 2.126, 1.717], [-5.460, 2.487, 2.252], [-6.915, 0.210, 2.943], [-5.125, 0.072, 2.742], [-8.064, 0.029, 0.515], [-8.006, -1.586, 1.290], [-7.257, -1.337, -0.336], [0.250, -7.414, -3.286], [1.089, -6.233, -2.704], [0.621, -5.580, -1.435], [1.504, -4.340, -1.025], [1.532, -4.126, 0.523], [2.481, -2.938, 0.825], [2.987, -3.332, 2.258], [3.018, -4.849, 2.409], [2.142, -5.368, 1.278], [0.130, -3.886, 1.150], [0.131, -8.287, -2.644], [0.621, -7.817, -4.228], [-0.717, -6.978, -3.535], [1.193, -5.525, -3.527], [2.092, -6.615, -2.515], [0.615, -6.331, -0.645], [-0.412, -5.234, -1.470], [1.165, -3.427, -1.516], [2.572, -4.454, -1.208], [1.938, -1.993, 0.827], [3.214, -3.027, 0.023], [2.374, -2.774, 2.965], [3.927, -2.825, 2.476], [2.693, -5.221, 3.381], [4.049, -5.169, 2.259], [1.585, -6.300, 1.378], [2.815, -5.810, 0.543], [-0.512, -4.750, 0.978], [-0.399, -3.127, 0.575], [0.215, -3.731, 2.226], [0.940, -3.079, 9.626], [-0.320, -3.082, 8.715], [-0.054, -2.397, 7.323], [-1.290, -1.938, 6.449], [-0.962, -0.773, 5.552], [-2.156, -0.505, 4.653], [-1.580, 0.366, 3.528], [-0.151, -0.177, 3.417], [0.146, -1.174, 4.534], [-0.501, 0.510, 6.348], [1.806, -3.203, 8.976], [0.987, -3.652, 10.552], [1.242, -2.114, 10.034], [-1.072, -2.415, 9.138], [-0.758, -4.074, 8.602], [0.507, -3.203, 6.849], [0.750, -1.678, 7.481], [-2.108, -1.530, 7.043], [-1.678, -2.781, 5.878], [-2.905, -0.005, 5.267], [-2.500, -1.485, 4.322], [-1.647, 1.387, 3.904], [-2.214, 0.399, 2.643], [0.679, 0.529, 3.378], [-0.039, -0.679, 2.456], [1.082, -1.079, 5.085], [0.052, -2.202, 4.183], [-0.407, 1.343, 5.652], [0.443, 0.175, 6.777], [-1.303, 0.576, 7.083], [-6.317, -0.553, -7.975], [-4.927, 0.004, -7.707], [-4.703, 1.241, -6.766], [-4.652, 0.910, -5.295], [-3.905, 2.016, -4.445], [-2.438, 2.194, -4.787], [-1.635, 2.335, -3.377], [-2.720, 2.466, -2.355], [-3.853, 1.692, -2.924], [-4.534, 3.375, -4.728], [-6.868, -1.195, -7.287], [-6.364, -1.059, -8.940], [-6.963, 0.308, -8.143], [-4.539, 0.275, -8.689], [-4.321, -0.803, -7.298], [-5.460, 1.993, -6.986], [-3.810, 1.806, -7.035], [-4.177, -0.010, -4.952], [-5.689, 0.862, -4.963], [-2.330, 3.057, -5.444], [-2.221, 1.225, -5.236], [-1.041, 3.245, -3.300], [-0.915, 1.523, -3.271], [-2.951, 3.522, -2.212], [-2.388, 2.019, -1.418], [-4.874, 1.687, -2.543], [-3.500, 0.667, -2.810], [-4.046, 4.079, -4.055], [-5.600, 3.313, -4.512], [-4.305, 3.684, -5.748], [-2.255, -2.427, -3.681], [-1.825, -2.312, -1.934], [-1.552, -0.797, -3.828], [-2.716, -2.492, -5.453], [-2.969, -4.053, -3.389], [-3.802, -1.626, -3.215], [-0.640, -3.112, -4.096], [-1.579, 0.392, -0.241], [-0.344, 0.709, 0.039], [0.027, 1.818, 0.499], [0.501, -0.095, -0.223], [-1.514, -0.504, -0.580]], "mulliken_spin": [0.0000, 0.0000, -0.0009, -0.0049, 0.0058, 0.0004, -0.0027, 0.0004, -0.0005, 0.0000, -0.0001, 0.0016, -0.0025, 0.0000, 0.0000, 0.0001, 0.0000, 0.0000, 0.0007, 0.0019, 0.0000, 0.0003, 0.0000, -0.0001, 0.0000, 0.0000, 0.0000, 0.0000, 0.0000, 0.0000, 0.0003, 0.0002, -0.0011, 0.0003, -0.0002, 0.0000, -0.0014, 0.0010, 0.0002, 0.0010, 0.0016, 0.0008, 0.0000, 0.0000, 0.0000, 0.0000, 0.0002, 0.0001, 0.0000, -0.0003, 0.0000, -0.0018, 0.0001, -0.0002, -0.0004, -0.0002, -0.0003, 0.0001, -0.0001, 0.0003, -0.0004, -0.0003, 0.0013, -0.0002, 0.0000, 0.0001, 0.0000, 0.0001, -0.0001, 0.0000, 0.0000, 0.0002, 0.0000, 0.0000, 0.0000, 0.0001, -0.0007, 0.0000, 0.0000, 0.0000, 0.0000, 0.0000, 0.0000, 0.0000, -0.0002, 0.0001, -0.0001, 0.0001, 0.0000, 0.0004, 0.0000, 0.0000, 0.0002, 0.0000, 0.0001, 0.0000, 0.0000, 0.0000, 0.0000, 0.0000, 0.0000, 0.0000, 0.0000, 0.0002, -0.0006, 0.0001, 0.0001, 0.0000, 0.0001, 0.0000, -0.0002, -0.0001, 0.0000, 0.0000, 0.0001, -0.0002, -0.0004, -0.0004, 0.0003, 0.0008, 0.0000, 0.0000, 0.0000, -0.0005, 0.0000, 0.0000, 0.0000, 0.0001, 0.0000, -0.0001, 0.0002, 0.0004, 0.0000, -0.0006, 0.0000, 0.0000, -0.0001, 0.0000, 0.0000, 0.0000, 0.0000, 0.0000, 0.0003, 0.0001, 0.0000, 0.0000, -0.0001, 0.0001, 0.0000, 0.0002, 0.0009, 0.0008, -0.0011, 0.0002, 0.0000, 0.0000, 0.0000, 0.0000, 0.0000, 0.0000, 0.0000, 0.0000, 0.0001, 0.0001, 0.0001, -0.0003, -0.0013, 0.0007, 0.0005, 0.0000, -0.0003, -0.0003, 0.0001, 0.0000, 0.2254, 0.1957, 0.0998, 0.0538, 0.0005, -0.0020, 0.0014, -0.0012, 0.0014, 0.0000, 0.0025, 0.0683, 0.1430, 0.0617, 0.1038, 0.0436, 0.0092, -0.0074, -0.0017, 0.0005, 0.0022, 0.0000, -0.0007, -0.0003, 0.0001, -0.0008, 0.0000, 0.0001, 0.0009, -0.0005, -0.0001, 0.0004, -0.0011, 0.0016, 0.0001, -0.0001, 0.0001, -0.0005, -0.0001, 0.0000, 0.0004, -0.0003], "lumo_energy_ev": [-18.60, -21.88], "e_tot_ha": -6459.3680, "gap_ha": [0.21238, 0.09173], "total_charge": 9, "spin_multiplicity": 2}

Entry 3:
{"formula": "C2HNO3S", "method": "the ωB97M-V functional and the def2-TZVPD basis", "symbols": ["C", "C", "N", "O", "O", "O", "S", "H"], "coordinates": [[-0.620, 1.367, 0.130], [0.303, -1.725, 0.771], [0.002, 1.041, -0.907], [-0.923, 1.886, 1.093], [-0.670, -1.094, 0.951], [1.017, 0.171, -0.635], [1.466, -2.707, 0.508], [-0.575, 1.061, -1.910]], "mulliken_spin": [0.5612, 0.0046, 0.2093, 0.3120, -0.0003, 0.8665, 0.0150, 0.0318], "lumo_energy_ev": [0.36, -1.90], "e_tot_ha": -755.2637, "e_above_lowest_kj_mol": 234.7, "gap_ha": [0.24445, 0.32436], "spin_multiplicity": 3}

Entry 4:
{"formula": "C3H7NOP", "method": "the ωB97M-V functional and the def2-TZVPD basis", "symbols": ["C", "C", "C", "N", "O", "P", "H", "H", "H", "H", "H", "H", "H"], "coordinates": [[0.481, -0.271, 1.187], [1.165, 0.573, 0.061], [-0.213, 0.028, -0.057], [-0.313, -1.275, -0.677], [-2.123, 3.196, -1.462], [-2.457, 2.449, -0.291], [0.889, -1.362, 1.385], [0.303, 0.249, 2.146], [1.246, 1.619, 0.405], [2.024, 0.042, -0.282], [-0.730, -1.403, -1.653], [-0.815, -1.942, -0.109], [0.541, -1.901, -0.653]], "nbo_charge": [-0.4767, -0.4536, -0.1089, -0.7097, -0.8807, 1.4126, 0.1978, 0.2488, 0.2491, 0.2274, 0.4441, 0.4319, 0.4178], "lumo_energy_ev": [-5.58, -5.84], "e_tot_ha": -589.4279, "e_above_lowest_kj_mol": 286.4, "gap_ha": [0.26316, 0.21474], "total_charge": 1}

Entry 5:
{"formula": "H3N2O2P", "method": "the ωB97M-V functional and the def2-TZVPD basis", "symbols": ["N", "N", "O", "O", "P", "H", "H", "H"], "coordinates": [[-1.181, -0.031, -1.131], [0.654, -0.494, 0.991], [0.974, -1.466, 0.377], [0.271, -0.304, 2.088], [0.910, 0.947, -0.099], [-0.862, -0.975, -0.972], [-1.031, 0.295, -2.012], [0.265, 2.027, 0.758]], "nbo_charge": [-0.8495, 0.3399, -0.3950, -0.3382, 0.5963, 0.3474, 0.3286, -0.0294], "lumo_energy_ev": [-1.69, -1.76], "e_tot_ha": -602.9282, "e_above_lowest_kj_mol": 613.8, "gap_ha": [0.30484, 0.30749]}

Entry 6:
{"formula": "C27H46BrNP2PtS", "method": "the ωB97M-V functional and the def2-TZVPD basis", "symbols": ["N", "C", "C", "C", "C", "C", "C", "Pt", "P", "C", "C", "C", "C", "C", "C", "C", "Br", "H", "H", "H", "H", "H", "H", "H", "H", "H", "H", "P", "C", "C", "H", "H", "H", "H", "H", "C", "C", "H", "H", "H", "H", "H", "C", "C", "H", "H", "H", "H", "H", "C", "C", "H", "H", "H", "H", "H", "C", "C", "H", "H", "H", "H", "H", "C", "C", "H", "H", "H", "H", "H", "C", "S", "C", "H", "H", "H", "H", "H", "H"], "coordinates": [[-5.290, 3.517, -3.938], [-4.927, 4.027, -2.741], [-4.020, 3.368, -1.892], [-3.469, 2.095, -2.273], [-3.660, 1.772, -3.652], [-4.552, 2.495, -4.441], [-2.661, 1.188, -1.459], [0.267, 0.018, -0.644], [2.342, -0.527, -0.282], [-1.254, 1.132, -1.598], [-0.454, 2.041, -0.701], [0.720, 2.657, -1.221], [1.130, 3.840, -0.587], [0.388, 4.282, 0.555], [-0.337, 3.322, 1.307], [-0.930, 2.256, 0.646], [0.047, 6.089, 0.822], [-3.178, 0.673, -0.670], [-0.944, 0.963, -2.625], [-3.791, 3.850, -0.920], [-3.134, 0.921, -4.077], [-5.487, 4.948, -2.469], [-4.779, 2.149, -5.468], [1.076, 2.219, -2.165], [-1.852, 1.749, 0.986], [1.807, 4.515, -1.158], [-0.538, 3.467, 2.371], [-0.485, -1.991, -0.487], [3.256, 0.968, 0.062], [4.794, 0.891, 0.007], [2.947, 1.248, 1.085], [2.877, 1.783, -0.574], [5.198, 1.845, 0.397], [5.116, 0.073, 0.646], [5.167, 0.715, -1.016], [3.179, -1.313, -1.769], [4.511, -2.015, -1.546], [3.282, -0.434, -2.436], [2.400, -1.971, -2.201], [4.857, -2.289, -2.544], [5.254, -1.351, -1.103], [4.417, -2.902, -0.930], [2.527, -1.785, 0.998], [3.842, -1.762, 1.739], [2.457, -2.741, 0.447], [1.729, -1.693, 1.727], [3.826, -2.563, 2.491], [4.626, -1.993, 1.011], [4.053, -0.793, 2.197], [-0.171, -2.919, 1.092], [-0.990, -4.106, 1.523], [-0.202, -2.118, 1.838], [0.846, -3.295, 0.972], [-1.992, -3.849, 1.831], [-1.043, -4.884, 0.775], [-0.456, -4.523, 2.378], [-0.008, -3.336, -1.598], [-0.148, -3.319, -3.126], [-0.674, -4.152, -1.233], [1.036, -3.609, -1.328], [-1.159, -3.597, -3.434], [0.096, -2.376, -3.613], [0.505, -4.104, -3.529], [-2.280, -2.075, -0.428], [-2.985, -1.339, 0.739], [-2.446, -3.175, -0.350], [-2.646, -1.702, -1.402], [-3.770, -0.710, 0.316], [-3.478, -2.038, 1.430], [-2.332, -0.698, 1.344], [-0.280, 2.648, 5.097], [-1.835, 1.929, 4.541], [-1.541, 0.268, 5.077], [0.319, 2.906, 4.223], [0.253, 1.899, 5.694], [-0.497, 3.538, 5.717], [-0.605, 0.183, 5.617], [-2.361, -0.039, 5.730], [-1.506, -0.360, 4.200]], "mulliken_spin": [0.0185, -0.0002, 0.0844, 0.0362, 0.0887, -0.0052, 0.3058, 0.0516, 0.0100, 0.1485, 0.0856, -0.0080, 0.0130, -0.0109, -0.0163, 0.0107, -0.0001, 0.1648, 0.0211, 0.0004, 0.0018, 0.0012, 0.0006, 0.0004, -0.0210, 0.0006, -0.0053, -0.0002, -0.0003, 0.0037, -0.0011, 0.0013, 0.0003, -0.0003, -0.0001, -0.0004, 0.0009, -0.0001, 0.0003, -0.0001, -0.0001, 0.0000, 0.0036, 0.0012, -0.0001, 0.0000, 0.0000, -0.0002, -0.0001, -0.0016, 0.0001, 0.0002, 0.0002, -0.0002, 0.0000, 0.0001, 0.0017, -0.0008, 0.0008, 0.0001, -0.0001, 0.0003, 0.0000, 0.0259, 0.0023, -0.0013, -0.0113, 0.0004, 0.0007, 0.0058, -0.0310, 0.8975, -0.0257, 0.0426, -0.0018, 0.0349, -0.0036, 0.0431, 0.0354], "lumo_energy_ev": [-5.78, -10.54], "e_tot_ha": -4884.6382, "e_above_lowest_kj_mol": 0.0, "gap_ha": [0.23639, 0.07826], "total_charge": 2, "spin_multiplicity": 3}

Entry 7:
{"formula": "C3H4P2", "method": "the ωB97M-V functional and the def2-TZVPD basis", "symbols": ["C", "C", "C", "P", "P", "H", "H", "H", "H"], "coordinates": [[-2.427, 0.155, 0.200], [-1.022, 0.702, -0.058], [0.151, -0.250, -0.119], [-4.096, 0.831, 0.038], [-3.647, -1.144, 0.273], [-0.800, 1.720, 0.149], [0.988, -0.020, -0.769], [-0.159, -1.321, -0.371], [0.584, -0.045, 0.899]], "nbo_charge": [-0.7184, -0.2234, -0.6581, 0.3866, 0.3575, 0.2004, 0.2197, 0.2182, 0.2175], "lumo_energy_ev": -1.07, "e_tot_ha": -799.2936, "e_above_lowest_kj_mol": 129.2, "gap_ha": 0.23124}

Entry 8:
{"formula": "CH8NO", "method": "the ωB97M-V functional and the def2-TZVPD basis", "symbols": ["N", "H", "H", "H", "H", "C", "O", "H", "H", "H", "H"], "coordinates": [[-0.143, -1.658, 0.936], [0.756, -1.174, 1.139], [-0.302, -1.388, -0.065], [-0.992, -1.678, 1.452], [0.244, -2.626, 0.882], [0.433, 1.625, -0.725], [-0.495, 0.593, -0.479], [0.253, 2.616, -0.313], [0.261, 1.626, -1.784], [1.455, 1.285, -0.443], [-1.468, 0.779, -0.599]], "mulliken_spin": [2.3177, -0.3435, 0.0080, -0.4893, -0.6322, 0.2533, -0.1388, 0.0008, -0.0086, 0.0064, 0.0259], "lumo_energy_ev": [0.92, 0.64], "e_tot_ha": -172.7309, "e_above_lowest_kj_mol": 93.3, "gap_ha": [0.17054, 0.41595], "spin_multiplicity": 2}